[1]
{
  "formula": "C4H18N3O2",
  "method": "ωB97M-V with the def2-TZVPD basis set",
  "symbols": ["N", "C", "C", "C", "N", "C", "N", "H", "H", "H", "H", "H", "H", "H", "H", "H", "H", "H", "H", "H", "H", "H", "H", "O", "H", "H", "O"],
  "coordinates": [[-0.340, 0.581, 0.021], [0.759, -0.061, -0.705], [0.507, -1.557, -1.073], [-0.993, -2.118, -1.230], [-2.010, -1.096, -1.561], [2.118, 0.111, -0.132], [2.510, -0.545, 1.137], [-0.617, 1.457, -0.498], [-1.243, 0.021, 0.160], [-0.011, 0.876, 0.938], [0.859, 0.606, -1.685], [0.919, -2.302, -0.397], [1.034, -1.701, -2.025], [-1.086, -2.498, -0.204], [-1.134, -3.041, -1.824], [-2.931, -1.429, -1.291], [-2.172, -1.232, -2.576], [2.848, -0.369, -0.827], [2.535, 1.151, -0.087], [2.747, -1.531, 1.076], [1.879, -0.447, 1.916], [-1.853, 1.322, 3.487], [-0.684, 0.640, 3.950], [-0.880, 1.417, 3.402], [-0.809, 4.139, 0.778], [-1.115, 4.051, -0.763], [-0.835, 3.557, 0.015]],
  "nbo_charge": [-0.71, -0.08, -0.43, -0.24, -0.88, -0.27, -0.84, 0.48, 0.47, 0.44, 0.23, 0.22, 0.23, 0.19, 0.22, 0.38, 0.38, 0.24, 0.23, 0.37, 0.35, 0.47, 0.47, -0.94, 0.50, 0.49, -0.99],
  "e_above_lowest_ev": 1.753,
  "molar_mass_g_mol": 140.21,
  "homo_energy_ev": -12.9,
  "lumo_energy_ev": -2.875,
  "total_charge": 1,
  "e_tot_ev": -12998.351,
  "largest_force_ev_per_a": 3.75
}


[2]
{
  "formula": "C4H18N9O8",
  "method": "ωB97M-V with the def2-TZVPD basis set",
  "symbols": ["N", "O", "O", "O", "C", "O", "N", "N", "H", "H", "H", "H", "C", "O", "N", "N", "H", "H", "H", "H", "C", "O", "N", "N", "H", "H", "H", "H", "C", "O", "N", "N", "H", "H", "H", "H", "O", "H", "H"],
  "coordinates": [[-0.310, 0.190, -0.921], [-0.285, 1.364, -0.653], [-0.965, -0.558, -0.219], [0.404, -0.262, -1.806], [1.148, 2.367, 1.235], [1.726, 2.912, 2.173], [1.696, 1.737, 0.247], [-0.164, 2.071, 1.323], [1.228, 0.975, -0.223], [2.706, 1.738, 0.245], [-0.768, 2.383, 2.070], [-0.509, 1.629, 0.483], [-3.114, 0.664, 0.927], [-4.081, 0.974, 1.589], [-2.969, -0.454, 0.257], [-2.011, 1.352, 0.815], [-3.717, -1.133, 0.234], [-2.092, -0.654, -0.203], [-1.210, 1.107, 0.250], [-2.134, 2.249, 1.262], [1.640, -2.568, -1.376], [2.384, -3.557, -1.544], [0.381, -2.455, -1.772], [2.121, -1.437, -1.027], [-0.118, -1.579, -1.714], [0.107, -3.239, -2.346], [1.492, -0.656, -0.905], [3.084, -1.360, -0.731], [0.760, -1.296, 1.569], [1.788, -1.725, 2.116], [0.029, -0.343, 1.930], [0.164, -1.994, 0.625], [-0.702, 0.134, 1.420], [0.273, 0.117, 2.795], [0.686, -2.759, 0.221], [-0.488, -1.381, 0.158], [0.419, 1.982, -3.135], [1.347, 2.054, -2.911], [0.053, 1.410, -2.460]],
  "nbo_charge": [0.72, -0.37, -0.41, -0.40, 0.76, -0.70, -0.82, -0.84, 0.36, 0.40, 0.39, 0.32, 0.77, -0.70, -0.86, -0.84, 0.38, 0.38, 0.33, 0.40, 0.73, -0.70, -0.86, -0.80, 0.38, 0.39, 0.36, 0.41, 0.72, -0.72, -0.84, -0.86, 0.40, 0.40, 0.39, 0.36, -0.94, 0.46, 0.45],
  "molar_mass_g_mol": 320.24,
  "homo_energy_ev": -6.0,
  "lumo_energy_ev": 1.034,
  "total_charge": -1,
  "e_tot_ev": -34215.146,
  "largest_force_ev_per_a": 9.35
}


[3]
{
  "formula": "C4H18NO4S2",
  "method": "ωB97M-V with the def2-TZVPD basis set",
  "symbols": ["N", "C", "C", "O", "C", "S", "S", "C", "H", "H", "H", "H", "H", "H", "H", "H", "H", "H", "H", "H", "H", "H", "O", "H", "H", "O", "H", "H", "O"],
  "coordinates": [[0.668, -1.376, 0.730], [-0.191, -0.649, -0.324], [0.747, -0.850, -1.564], [1.029, -2.253, -1.716], [-1.567, -1.262, -0.418], [-2.729, -0.248, 0.537], [-3.544, 1.261, -0.577], [-2.461, 2.556, -0.395], [1.181, -0.582, 1.072], [1.415, -1.991, 0.282], [0.151, -1.714, 1.551], [-0.265, 0.388, 0.115], [0.179, -0.401, -2.411], [1.768, -0.425, -1.548], [0.431, -2.484, -2.448], [-1.798, -2.358, -0.317], [-1.918, -1.206, -1.452], [-1.344, 2.635, -0.416], [-2.603, 3.304, 0.432], [-2.648, 3.342, -1.211], [2.584, 3.532, -0.236], [3.373, 2.408, -0.382], [2.437, 2.571, -0.184], [-0.700, 2.115, 3.256], [-2.167, 1.431, 3.009], [-1.252, 1.331, 3.274], [3.502, -2.977, 1.162], [2.908, -3.280, -0.330], [2.817, -2.820, 0.507]],
  "nbo_charge": [-0.72, -0.08, -0.11, -0.74, -0.64, 0.08, 0.23, -0.90, 0.42, 0.49, 0.44, 0.26, 0.21, 0.22, 0.50, 0.28, 0.26, 0.25, 0.23, 0.27, 0.48, 0.47, -0.94, 0.49, 0.49, -0.97, 0.52, 0.52, -0.98],
  "e_above_lowest_ev": 1.237,
  "molar_mass_g_mol": 208.33,
  "homo_energy_ev": -12.0,
  "lumo_energy_ev": -2.763,
  "total_charge": 1,
  "e_tot_ev": -35782.788,
  "largest_force_ev_per_a": 6.48
}


[4]
{
  "formula": "C4H18NO7",
  "method": "ωB97M-V with the def2-TZVPD basis set",
  "symbols": ["C", "O", "C", "C", "C", "O", "N", "H", "H", "H", "H", "H", "H", "H", "H", "H", "H", "O", "H", "H", "O", "H", "H", "O", "H", "H", "O", "H", "H", "O"],
  "coordinates": [[0.556, -1.208, 1.383], [1.631, -0.611, 0.676], [-0.512, -0.161, 1.668], [-1.491, 0.146, 0.522], [-2.348, 1.344, 0.868], [-3.547, 1.263, 0.651], [0.221, 1.106, 1.936], [0.168, -2.021, 0.762], [1.072, -1.663, 2.339], [-1.054, -0.515, 2.601], [-0.931, 0.218, -0.407], [-2.051, -0.758, 0.218], [-1.927, 2.240, 1.441], [0.848, 1.423, 1.186], [0.767, 1.028, 2.778], [-0.246, -1.270, -1.582], [-1.113, -2.306, -2.298], [-1.134, -1.730, -1.533], [2.420, 0.132, -1.798], [2.767, 1.361, -2.664], [3.110, 0.881, -1.979], [1.580, -1.947, -1.480], [1.464, -0.722, -0.388], [1.348, -1.000, -1.727], [-2.565, -0.649, -1.759], [-3.442, 0.243, -0.917], [-3.422, -0.149, -1.806], [2.827, 2.040, -0.316], [2.560, 1.226, 1.038], [2.443, 2.061, 0.585]],
  "nbo_charge": [-0.08, -0.84, -0.07, -0.57, 0.45, -0.58, -0.89, 0.17, 0.15, 0.17, 0.26, 0.26, 0.16, 0.41, 0.34, 0.52, 0.47, -1.02, 0.52, 0.45, -1.02, 0.45, 0.49, -1.15, 0.49, 0.47, -1.01, 0.51, 0.50, -1.00],
  "e_above_lowest_ev": 2.129,
  "molar_mass_g_mol": 192.19,
  "homo_energy_ev": -5.5,
  "lumo_energy_ev": 3.450,
  "total_charge": -1,
  "e_tot_ev": -20263.580,
  "largest_force_ev_per_a": 3.87
}